[1]
Here is the ion C5H10OS with charge -1 in a non-equilibrium geometry from the Open Molecules 2025 dataset. Energies are from the ωB97M-V functional and the def2-TZVPD basis.

Each line ends with the natural charge from an NBO analysis.
CARTESIAN COORDINATES (ANGSTROEM)
O -0.12441 -0.38577 -3.87918  -0.775
C 0.49269 -0.03500 -2.85032  0.027
C -0.30297 0.02877 -1.47963  -0.507
C 0.64325 -0.00958 -0.29705  -0.458
C 0.33687 1.03192 0.79464  -0.538
S -1.21277 0.73660 1.72439  0.157
C -0.81435 -0.87344 2.48764  -0.748
H 1.48454 0.47218 -2.84915  0.050
H -1.06153 -0.75584 -1.48816  0.190
H -0.86140 0.98113 -1.50199  0.158
H 0.62551 -0.98628 0.20934  0.179
H 1.66539 -0.01804 -0.69602  0.198
H 1.26269 1.18891 1.39653  0.195
H 0.37166 2.04878 0.39807  0.218
H 0.11111 -0.88815 3.05231  0.215
H -1.58919 -0.93060 3.26284  0.211
H -1.02710 -1.60557 1.71574  0.227

Forces on the atoms, in the same order (eV/Å):
O -0.6 -0.1 -1.6
C -0.1 -0.5 2.5
C 0.9 0.4 -1.7
C -0.5 -0.5 0.6
C 1.8 0.4 -0.4
S 1.2 0.3 0.0
C -1.5 1.0 0.3
H -0.3 0.1 0.0
H 0.1 -0.1 0.0
H -0.1 0.1 0.3
H -0.2 0.0 -0.2
H 0.1 0.7 0.2
H -0.8 -0.9 0.7
H -1.1 0.0 -0.5
H 0.4 -0.2 -0.6
H 0.0 -0.3 -0.2
H 0.7 -0.5 0.3

Results
net charge	-1
frontier orbital gap (spin up / spin down)	2.393 / 6.067	eV
2S+1	2
HOMO level (spin up / spin down)	0.63 / -3.08	eV
energy relative to the best compared isomer or geometry (same formula, charge and spin)	57.1	kJ/mol


[2]
Here is a structure of composition C4H9O in a non-equilibrium geometry from the Open Molecules 2025 dataset. Energies are from the ωB97M-V functional and the def2-TZVPD basis.

Each line ends with the natural charge from an NBO analysis.
CARTESIAN COORDINATES (ANGSTROEM)
C -0.79739 1.31269 0.24967  0.138
O -0.69902 2.25050 1.24991  -0.943
C -2.04791 0.45049 -0.04669  -0.522
C -0.87738 -0.19207 0.78940  -0.313
C 0.40447 -0.97151 0.35203  -0.603
H -0.55990 1.69458 -0.84649  0.098
H 4.24701 -0.89381 -1.61055  0.004
H -2.87098 0.78680 0.68979  0.214
H -2.10810 0.07604 -1.09307  0.183
H 4.15862 -0.47979 -2.28869  -0.004
H -1.11802 -0.27664 1.88276  0.204
H 0.43621 -1.96905 0.84747  0.167
H 0.36891 -1.30442 -0.68653  0.186
H 1.46348 -0.48382 0.51099  0.192

Forces on the atoms, in the same order (eV/Å):
C -1.2 1.6 1.6
O -0.6 -0.9 -2.0
C 0.3 -0.2 1.9
C 2.0 1.4 -1.2
C -0.1 -1.0 0.3
H 1.1 -1.3 1.8
H -0.2 0.9 -1.5
H 0.7 -1.1 -1.8
H -0.8 0.4 0.8
H 0.2 -0.9 1.5
H 0.6 0.6 -1.3
H 0.2 0.4 0.2
H 0.0 0.5 -0.4
H -2.3 -0.4 0.0

Results
net charge	-1
frontier orbital gap	5.968	eV
2S+1	1
HOMO level	-1.63	eV
energy relative to the best compared isomer or geometry (same formula, charge and spin)	316.2	kJ/mol


[3]
Here is an isolated molecule of C4H8N2 in a non-equilibrium geometry from the Open Molecules 2025 dataset. Energies are from the ωB97M-V functional and the def2-TZVPD basis.

Each line ends with the natural charge from an NBO analysis.
CARTESIAN COORDINATES (ANGSTROEM)
C -0.41669 -1.30023 0.18599  -0.272
C 1.43444 0.29130 0.14924  -0.268
C 0.33948 1.34932 -0.06741  -0.199
C -1.52917 -0.23684 -0.00846  -0.224
H -0.72557 -2.20861 -0.37138  0.204
H -0.24540 -1.62107 1.20297  0.191
H 0.80859 -0.74888 -1.32687  0.340
H 1.83524 0.17181 1.16074  0.188
H 2.29603 0.51327 -0.39310  0.204
H 0.44997 2.45851 0.13482  0.188
H -1.60130 1.84381 -0.12201  0.420
H -2.58735 -0.48417 -0.11908  0.213
N 0.89220 -1.02112 -0.32954  -0.588
N -0.95047 0.99291 -0.09592  -0.398

Forces on the atoms, in the same order (eV/Å):
C -1.7 -1.1 -0.9
C -2.4 -0.4 0.9
C 0.7 1.3 1.1
C 2.7 0.3 0.3
H -0.1 0.3 0.5
H -0.4 0.1 0.6
H -0.2 -1.1 0.5
H -0.6 0.2 0.3
H 1.3 0.4 -1.3
H 0.3 -1.6 -0.5
H 1.2 -1.9 -0.2
H 0.6 0.7 -0.1
N 1.3 2.2 -1.7
N -2.6 0.6 0.3

Results
net charge	0
frontier orbital gap	7.367	eV
2S+1	1
HOMO level	-6.50	eV
energy relative to the best compared isomer or geometry (same formula, charge and spin)	290.8	kJ/mol